(1)
Density functional theory data (wB97M-V/def2-TZVPD) for a cluster of 3 separate species, C3H13N2O3 in total in a non-equilibrium geometry.

Its energy above the lowest of the compared OMol25 structures with the same formula, charge and spin is 27.5 kcal per mole. For the gap between HOMO and LUMO, the calculation gives 7.66 eV. The HOMO energy comes out at -3.9 eV. As for the total charge: -1.

Last columns: bonded neighbours and bond lengths (Å).
Element x y z (Å)
1 C 1.25 -0.05 0.33  N2 1.554, C5 1.518, H7 1.081, H8 1.060
2 N 0.04 -0.90 -0.15  C1 1.554, C3 1.521, H9 1.073
3 C -1.23 -0.33 0.48  N2 1.521, O4 1.353, H10 1.153, H11 1.044
4 O -1.20 -0.48 1.82  C3 1.353
5 C 1.28 1.18 -0.56  C1 1.518, N6 1.558, H12 1.140, H13 1.159
6 N 2.11 0.73 -1.80  C5 1.558, H14 1.049, H15 1.038
7 H 1.14 0.33 1.34  C1 1.081
8 H 2.09 -0.68 0.27  C1 1.060
9 H 0.08 -1.90 0.24  N2 1.073
10 H -1.39 0.74 0.07  C3 1.153
11 H -2.00 -0.83 -0.01  C3 1.044
12 H 0.27 1.43 -1.02  C5 1.140
13 H 1.91 1.96 0.03  C5 1.159
14 H 2.95 0.15 -1.58  N6 1.049
15 H 1.58 0.22 -2.53  N6 1.038
16 H 0.67 -1.38 -2.21  O18 1.002
17 H 0.02 -0.53 -3.37  O18 0.992
18 O 0.68 -1.25 -3.21  H16 1.002, H17 0.992
19 H -2.07 0.44 2.61  O21 1.101
20 H -2.62 1.86 2.86  O21 0.935
21 O -2.66 1.05 3.31  H19 1.101, H20 0.935

(2)
Density functional theory data (wB97M-V/def2-TZVPD) for a cluster of 3 separate species, C3H13N2OSi in total in a non-equilibrium geometry.

Its expectation value of S² is 2.007. For the gap between HOMO and LUMO (spin up / spin down), the calculation gives 4.10 / 4.76 eV. The HOMO energy (spin up / spin down) comes out at -8.9 / -14.2 eV. As for the total charge: +1. The spin multiplicity is 3.

Last columns: bonded neighbours and bond lengths (Å).
Element x y z (Å)
1 C -0.67 2.62 -1.61  Si7 1.941, H8 1.065, H9 1.209, H10 1.129
2 C -2.38 1.84 1.23  Si7 1.836, H11 1.111, H12 1.152, H13 1.221
3 C 1.42 -0.14 1.31  N4 1.347, O6 1.203, H14 1.137
4 N 2.22 -1.04 0.71  C3 1.347, H15 1.079, H16 1.061
5 N 2.12 -4.10 -0.11  H17 1.069, H18 1.086, H19 1.050
6 O 0.27 0.01 1.01  C3 1.203
7 Si -2.03 1.72 -0.56  C1 1.941, C2 1.836, H20 1.437
8 H -0.08 1.99 -2.24  C1 1.065
9 H -1.31 3.35 -2.33  C1 1.209
10 H 0.07 3.30 -1.11  C1 1.129
11 H -3.34 2.25 1.63  C2 1.111
12 H -2.14 0.84 1.76  C2 1.152
13 H -1.57 2.66 1.65  C2 1.221
14 H 1.94 0.71 1.87  C3 1.137
15 H 3.04 -1.42 1.30  N4 1.079
16 H 1.67 -1.66 0.06  N4 1.061
17 H 2.15 -5.06 0.37  N5 1.069
18 H 2.95 -4.29 -0.78  N5 1.086
19 H 1.21 -4.04 -0.63  N5 1.050
20 H -2.86 0.82 -1.32  Si7 1.437

(3)
Density functional theory data (wB97M-V/def2-TZVPD) for a cluster of 3 separate species, C3H13NO2 in total in a non-equilibrium geometry.

As for the SMILES: CCCN.O.O. Its energy above the lowest of the compared OMol25 structures with the same formula, charge and spin is 30.3 kcal per mole. For the gap between HOMO and LUMO, the calculation gives 9.27 eV. The HOMO energy comes out at -8.7 eV. As for the total charge: 0.

Last columns: bonded neighbours and bond lengths (Å).
Element x y z (Å)
1 C 1.61 -0.19 0.65  C2 1.523, N4 1.482, H5 1.091, H6 1.129
2 C 0.90 -1.12 -0.33  C1 1.523, C3 1.529, H7 1.093, H8 1.092
3 C 0.37 -2.40 0.33  C2 1.529, H9 1.086, H10 1.087, H11 1.111
4 N 2.06 1.10 0.09  C1 1.482, H12 1.009, H13 1.011
5 H 2.33 -0.56 1.38  C1 1.091
6 H 0.83 0.11 1.41  C1 1.129
7 H 1.62 -1.39 -1.11  C2 1.093
8 H 0.00 -0.65 -0.72  C2 1.092
9 H -0.55 -2.14 0.84  C3 1.086
10 H 1.11 -2.96 0.91  C3 1.087
11 H 0.05 -3.17 -0.40  C3 1.111
12 H 1.87 1.85 0.75  N4 1.009
13 H 1.54 1.23 -0.77  N4 1.011
14 H -1.99 1.04 1.50  O16 0.943
15 H -2.26 2.40 0.61  O16 0.977
16 O -1.72 1.60 0.79  H14 0.943, H15 0.977
17 H -2.57 0.45 -2.38  O19 0.952
18 H -1.70 1.22 -1.34  O19 0.969
19 O -2.31 0.48 -1.46  H17 0.952, H18 0.969

(4)
Density functional theory data (wB97M-V/def2-TZVPD) for a cluster of 3 separate species, C3H13NO2 in total in a non-equilibrium geometry.

As for the SMILES: CC(C)N.O.O. Its energy above the lowest of the compared OMol25 structures with the same formula, charge and spin is 6.8 kcal per mole. For the gap between HOMO and LUMO, the calculation gives 11.12 eV. The HOMO energy comes out at -10.4 eV. As for the total charge: 0.

Last columns: bonded neighbours and bond lengths (Å).
Element x y z (Å)
1 C -1.94 1.44 -0.75  C2 1.534, H5 1.079, H6 1.094, H7 1.079
2 C -0.86 0.35 -0.87  C1 1.534, C3 1.519, N4 1.510, H8 1.095
3 C -1.26 -0.65 -1.94  C2 1.519, H9 1.077, H10 1.093, H11 1.090
4 N 0.49 0.94 -1.20  C2 1.510, H12 1.023, H13 1.024
5 H -2.92 1.00 -0.85  C1 1.079
6 H -1.87 1.90 0.25  C1 1.094
7 H -1.73 2.21 -1.48  C1 1.079
8 H -0.69 -0.22 0.05  C2 1.095
9 H -0.51 -1.39 -2.18  C3 1.077
10 H -2.13 -1.20 -1.57  C3 1.093
11 H -1.55 -0.19 -2.89  C3 1.090
12 H 0.51 1.86 -0.75  N4 1.023
13 H 0.46 1.20 -2.19  N4 1.024
14 H 0.58 -2.27 3.10  O16 0.959
15 H 1.47 -1.15 2.53  O16 0.980
16 O 1.13 -1.54 3.36  H14 0.959, H15 0.980
17 H 2.41 0.31 1.41  O19 0.962
18 H 1.49 -0.04 0.19  O19 0.974
19 O 2.06 -0.42 0.88  H17 0.962, H18 0.974

(5)
Density functional theory data (wB97M-V/def2-TZVPD) for a cluster of 3 separate species, C3H13NO2 in total in a non-equilibrium geometry.

Its energy above the lowest of the compared OMol25 structures with the same formula, charge and spin is 54.6 kcal per mole. Its expectation value of S² is 0.754. For the gap between HOMO and LUMO (spin up / spin down), the calculation gives 11.00 / 5.44 eV. The HOMO energy (spin up / spin down) comes out at -14.6 / -14.6 eV. As for the total charge: +1. The spin multiplicity is 2.

Last columns: bonded neighbours and bond lengths (Å).
Element x y z (Å)
1 C 0.42 -1.94 0.87  C2 1.569, H5 1.053, H6 1.117, H7 1.245
2 C 0.77 -0.42 1.10  C1 1.569, C3 1.566, N4 1.445, H8 1.084
3 C 1.65 0.20 -0.03  C2 1.566, H9 1.123, H10 1.166, H11 1.130
4 N -0.51 0.23 1.23  C2 1.445, H12 1.018, H13 0.987
5 H 0.86 -2.49 0.09  C1 1.053
6 H 0.57 -2.44 1.86  C1 1.117
7 H -0.60 -1.84 0.17  C1 1.245
8 H 1.30 -0.21 2.02  C2 1.084
9 H 1.97 1.27 0.10  C3 1.123
10 H 2.46 -0.62 -0.17  C3 1.166
11 H 1.03 0.30 -0.97  C3 1.130
12 H -0.92 0.21 2.17  N4 1.018
13 H -1.30 -0.02 0.69  N4 0.987
14 H -0.77 -0.31 -2.57  O16 0.983
15 H -2.04 0.72 -2.09  O16 0.967
16 O -1.73 -0.14 -2.44  H14 0.983, H15 0.967
17 H -1.04 3.23 -0.80  O19 0.976
18 H -0.99 1.97 -0.15  O19 0.984
19 O -1.12 2.29 -1.07  H17 0.976, H18 0.984

(6)
Density functional theory data (wB97M-V/def2-TZVPD) for a cluster of 5 separate species, C3H13NO2S in total in a non-equilibrium geometry.

Its energy above the lowest of the compared OMol25 structures with the same formula, charge and spin is 144.1 kcal per mole. For the gap between HOMO and LUMO, the calculation gives 3.95 eV. The HOMO energy comes out at -8.6 eV. As for the total charge: 0.

Last columns: bonded neighbours and bond lengths (Å).
Element x y z (Å)
1 C 2.13 -0.01 0.73  C2 1.497, N5 1.482, H6 1.084, H7 1.087
2 C 2.06 -0.86 -0.50  C1 1.497, C3 1.333, H9 1.084
3 C 2.34 -0.42 -1.73  C2 1.333, H10 1.081, H11 1.081
4 S -4.26 -0.88 -1.36  no bonds
5 N 0.88 -0.14 1.53  C1 1.482, H13 1.010, H14 1.009
6 H 2.89 -0.37 1.42  C1 1.084
7 H 2.34 1.03 0.50  C1 1.087
8 H -1.21 0.95 -1.68  H12 0.744
9 H 1.84 -1.91 -0.34  C2 1.084
10 H 2.62 0.62 -1.82  C3 1.081
11 H 2.12 -1.05 -2.57  C3 1.081
12 H -1.52 0.27 -1.63  H8 0.744
13 H 0.71 -1.12 1.64  N5 1.010
14 H 0.09 0.27 1.05  N5 1.009
15 H -2.75 1.87 0.91  O17 0.964
16 H -2.42 3.12 1.68  O17 0.961
17 O -2.02 2.30 1.37  H15 0.964, H16 0.961
18 H -2.17 -1.36 -0.46  O20 0.970
19 H -2.13 -1.05 0.99  O20 0.969
20 O -1.53 -1.28 0.27  H18 0.970, H19 0.969